1.
{
  "formula": "C32H33ClF2HfN2O2SbSe4Te",
  "method": "wB97M-V/def2-TZVPD",
  "total_energy_ev": -335282.29921,
  "de_lowest_kj_mol": 25.4,
  "homo_ev": -4.34,
  "total_charge": -1,
  "symbols": ["Hf", "Se", "Se", "Te", "Se", "F", "C", "C", "C", "C", "C", "F", "C", "C", "C", "C", "C", "C", "N", "H", "H", "H", "H", "H", "H", "Cl", "C", "C", "C", "C", "C", "C", "C", "O", "O", "H", "H", "H", "H", "C", "C", "N", "H", "H", "H", "C", "C", "C", "C", "C", "C", "Se", "C", "C", "C", "H", "H", "H", "H", "H", "H", "H", "H", "H", "H", "H", "C", "Sb", "C", "C", "H", "H", "H", "H", "H", "H", "H", "H", "H"],
  "positions_angstrom": [[0.43364, -0.18210, -1.26855], [1.20264, -0.48662, -3.86242], [2.39635, -2.49588, -3.91582], [3.58041, -2.58576, -1.69980], [1.59771, -2.51575, -0.16479], [1.38855, 5.04966, -3.04264], [0.58738, 3.96658, -3.13777], [0.67567, 2.96820, -2.19479], [-0.14829, 1.84630, -2.26347], [-1.10158, 1.79340, -3.30339], [-1.11012, 2.80130, -4.26475], [-1.94140, 2.74761, -5.33744], [-0.27872, 3.89771, -4.20896], [-2.09687, 0.70418, -3.24960], [-3.32102, 0.75131, -3.92387], [-4.26152, -0.23767, -3.72199], [-3.97983, -1.25734, -2.82870], [-2.75396, -1.23884, -2.19959], [-1.81792, -0.30860, -2.40637], [1.43135, 3.06984, -1.42932], [-0.30895, 4.66171, -4.97247], [-3.53233, 1.57014, -4.58843], [-5.21090, -0.20112, -4.24194], [-4.68604, -2.04584, -2.60851], [-2.51967, -1.99957, -1.46942], [6.13191, 1.27093, 4.39768], [5.33961, 1.25546, 2.84533], [5.62081, 2.26203, 1.93298], [4.98138, 2.24710, 0.70292], [4.06758, 1.24526, 0.39423], [3.80470, 0.24187, 1.31786], [4.44431, 0.24006, 2.55071], [3.34093, 1.30751, -0.92331], [3.64508, 2.13757, -1.75686], [2.38003, 0.44061, -1.02235], [6.32945, 3.03914, 2.18703], [5.17331, 3.01354, -0.03667], [3.09711, -0.54248, 1.06764], [4.25190, -0.54160, 3.27465], [1.40828, 2.73814, 2.68580], [0.97018, 2.01892, 1.50695], [0.64780, 1.43958, 0.57567], [2.21447, 2.17148, 3.15458], [0.57822, 2.83479, 3.38538], [1.78120, 3.72064, 2.40029], [-1.44243, 1.62542, 6.47443], [-1.45741, 1.08845, 5.06715], [-2.51764, 1.34298, 4.20356], [-2.54391, 0.85466, 2.90123], [-3.72321, 1.19160, 2.02819], [-1.46962, 0.07561, 2.43238], [-1.59674, -0.55926, 0.61382], [-0.40276, -0.19919, 3.29019], [0.74315, -1.07855, 2.88087], [-0.41362, 0.31350, 4.58682], [-2.35166, 2.18892, 6.68653], [-0.58910, 2.28786, 6.63825], [-1.36901, 0.81581, 7.20385], [-3.35162, 1.94501, 4.55107], [-4.44603, 1.79909, 2.57485], [-4.21823, 0.28548, 1.67556], [-3.40323, 1.73444, 1.13718], [0.87333, -1.10274, 1.80206], [0.56650, -2.10962, 3.20005], [1.67856, -0.74425, 3.33820], [0.42657, 0.08416, 5.23824], [-1.93225, -4.57084, -4.06309], [-0.66468, -3.82923, -2.45736], [0.71391, -5.47377, -2.61934], [-1.83861, -4.74916, -0.88854], [-2.07080, -5.65124, -3.98288], [-1.45899, -4.33870, -5.01878], [-2.90767, -4.08152, -4.03314], [0.18604, -6.41120, -2.43709], [1.51787, -5.35522, -1.89372], [1.14034, -5.47777, -3.62148], [-1.89046, -5.82790, -1.04590], [-2.85304, -4.34462, -0.87144], [-1.36637, -4.54160, 0.07257]],
  "lowdin_charge": [1.033, 0.032, -0.237, 0.317, -0.160, 0.056, -0.264, -0.062, -0.237, -0.198, -0.218, 0.042, 0.059, -0.222, 0.004, -0.055, -0.059, -0.269, -0.051, 0.085, 0.127, 0.104, 0.106, 0.107, -0.001, 0.637, -0.676, -0.107, -0.008, -0.129, -0.037, -0.107, -0.586, 0.078, -0.389, 0.100, 0.120, 0.040, 0.103, -0.004, -0.164, 0.115, 0.087, 0.084, 0.094, -0.061, -0.290, -0.029, -0.306, -0.107, -0.507, 0.717, -0.312, -0.102, -0.040, 0.069, 0.074, 0.076, 0.107, 0.068, 0.062, 0.067, -0.085, 0.095, 0.069, 0.120, -0.336, 1.161, -0.359, -0.335, -0.006, -0.008, -0.022, -0.005, -0.028, -0.015, -0.006, -0.010, -0.009]
}

2.
{
  "formula": "C32H33F7INO8S",
  "method": "wB97M-V/def2-TZVPD",
  "total_energy_ev": -89533.11721,
  "smiles": "CCN(CCc1cc(CCCCS(=O)(=O)O)c2c(c1I)C(=O)c1c(C)c(CCOC(C)=O)cc(C(F)(F)C(F)(F)C(F)(F)F)c1C2=O)C(C)=O",
  "homo_ev": -9.01,
  "total_charge": 0,
  "symbols": ["C", "C", "N", "C", "C", "C", "C", "C", "C", "C", "C", "C", "S", "O", "O", "O", "C", "C", "C", "I", "C", "O", "C", "C", "C", "C", "C", "C", "O", "C", "C", "O", "C", "C", "C", "F", "F", "C", "F", "F", "C", "F", "F", "F", "C", "C", "O", "C", "C", "O", "H", "H", "H", "H", "H", "H", "H", "H", "H", "H", "H", "H", "H", "H", "H", "H", "H", "H", "H", "H", "H", "H", "H", "H", "H", "H", "H", "H", "H", "H", "H", "H", "H"],
  "positions_angstrom": [[-0.56917, 4.02460, -0.78352], [-1.04888, 5.14987, 0.28376], [-2.38220, 4.85880, 0.88660], [-2.27870, 3.79683, 1.96739], [-3.54011, 2.76398, 1.92916], [-2.89988, 1.33430, 1.52096], [-1.90225, 0.69615, 2.54945], [-1.19729, -0.65523, 2.22856], [-0.12212, -1.33494, 3.23431], [-0.01102, -0.54401, 4.62460], [0.78356, -1.52533, 5.65971], [1.37873, -0.64673, 6.90662], [3.20278, -0.96165, 7.04899], [3.91271, 0.08152, 6.20382], [3.57961, -0.81528, 8.51400], [3.65006, -2.50910, 6.58958], [-1.54308, -1.31756, 0.86808], [-2.54161, -0.69025, -0.17648], [-3.24372, 0.65706, 0.14318], [-4.60354, 1.52441, -1.32526], [-2.73562, -1.50316, -1.55984], [-3.85746, -1.66600, -2.09324], [-1.36457, -2.12022, -2.15259], [-1.06116, -2.04102, -3.67261], [-2.15139, -1.38474, -4.63109], [0.31905, -2.62290, -4.15243], [0.69419, -2.51324, -5.72624], [0.89625, -0.93111, -6.04397], [2.24298, -0.46700, -5.75689], [2.30027, 0.89324, -6.19661], [2.45731, 2.16233, -5.24211], [2.22087, 1.13038, -7.43917], [1.28026, -3.28209, -3.10891], [0.97886, -3.37017, -1.58183], [1.92555, -4.02880, -0.49291], [2.14043, -3.18648, 0.65985], [1.36739, -5.24262, 0.04821], [3.42650, -4.35361, -1.04049], [4.21397, -4.51967, 0.15397], [4.00151, -3.24392, -1.71603], [3.52334, -5.74068, -1.84463], [2.33583, -6.13835, -2.48302], [4.01769, -6.71418, -0.92522], [4.51827, -5.67326, -2.87457], [-0.37136, -2.75130, -1.10835], [-0.83619, -2.70437, 0.44010], [-0.70433, -3.65805, 1.23896], [-2.95869, 6.02494, 1.56993], [-2.27474, 7.45948, 1.73168], [-4.09554, 5.86736, 2.12335], [-1.39341, 3.74738, -1.52991], [0.29452, 4.47896, -1.40668], [-0.10431, 3.10247, -0.26869], [-0.99761, 6.14944, -0.27597], [-0.22405, 5.18115, 1.08822], [-2.22029, 4.36532, 2.97365], [-1.27153, 3.27726, 1.84297], [-4.09270, 2.71510, 2.92756], [-4.24289, 3.16423, 1.12118], [-1.69886, 1.29205, 3.51102], [-0.35137, -2.43671, 3.43187], [0.89087, -1.24960, 2.68086], [-1.03773, -0.31355, 5.10875], [0.52282, 0.46508, 4.54041], [-0.00273, -2.28573, 6.02234], [1.62981, -2.02702, 5.07723], [1.12168, 0.44508, 6.66722], [0.86160, -1.00609, 7.85856], [2.87320, -3.10822, 6.49251], [-1.72397, -1.38114, -5.69425], [-2.40840, -0.29566, -4.38182], [-3.09539, -2.04968, -4.68138], [1.62701, -3.11699, -5.99566], [-0.17429, -2.93036, -6.34713], [0.18110, -0.28517, -5.40534], [0.56333, -0.78307, -7.13118], [3.30889, 2.06454, -4.47529], [1.46941, 2.48146, -4.73611], [2.75397, 3.05613, -5.91135], [2.27095, -3.72980, -3.48417], [-2.64847, 8.13417, 0.87025], [-1.12526, 7.42003, 1.78098], [-2.62919, 7.89070, 2.73253]],
  "lowdin_charge": [-0.100, -0.256, -0.090, -0.159, -0.136, -0.168, 0.031, -0.073, -0.152, -0.220, -0.217, -0.207, 0.738, -0.346, -0.360, -0.188, 0.003, -0.072, -0.506, 0.845, -0.276, 0.008, 0.019, -0.084, -0.066, -0.076, -0.100, -0.193, -0.063, -0.390, -0.006, 0.045, 0.071, 0.001, -0.247, 0.043, 0.056, -0.201, 0.062, 0.084, -0.303, 0.110, 0.093, 0.077, 0.044, -0.237, 0.066, -0.394, -0.022, 0.001, 0.073, 0.077, 0.075, 0.122, 0.123, 0.136, 0.109, 0.123, 0.061, 0.108, 0.120, 0.138, 0.124, 0.120, 0.127, 0.103, 0.118, 0.114, 0.090, 0.065, 0.101, 0.106, 0.126, 0.120, 0.126, 0.135, 0.093, 0.095, 0.097, 0.109, 0.103, 0.079, 0.094]
}

3.
{
  "formula": "C32H34AlN7O6SSe",
  "method": "wB97M-V/def2-TZVPD",
  "total_energy_ev": -139237.94625,
  "de_lowest_kj_mol": 8.6,
  "homo_ev": -7.30,
  "total_charge": 0,
  "symbols": ["Al", "O", "C", "O", "C", "C", "C", "C", "C", "N", "C", "O", "O", "H", "H", "H", "N", "C", "C", "C", "C", "C", "C", "S", "O", "O", "N", "C", "N", "C", "C", "C", "N", "H", "H", "H", "H", "H", "H", "H", "H", "H", "C", "C", "C", "C", "N", "C", "Se", "N", "C", "C", "C", "C", "C", "C", "C", "C", "C", "C", "H", "H", "H", "H", "H", "H", "H", "H", "H", "H", "H", "H", "H", "H", "H", "H", "H", "H", "H", "H", "H", "H"],
  "positions_angstrom": [[1.32466, -1.18027, 2.32006], [1.99209, -2.85743, 5.73262], [2.09456, -2.33517, 4.65334], [1.23238, -1.48679, 4.11431], [3.29684, -2.55862, 3.74051], [4.50556, -3.19110, 3.94594], [5.45493, -3.09366, 2.92860], [5.22282, -2.34634, 1.77275], [3.98549, -1.74646, 1.65214], [3.09495, -1.92132, 2.60652], [3.42827, -0.73939, 0.64415], [4.06103, -0.36947, -0.31134], [2.23633, -0.31265, 1.01095], [4.70169, -3.72893, 4.86221], [6.41280, -3.58106, 3.05662], [5.97213, -2.21853, 1.00436], [-4.51097, -4.90739, 5.39922], [-3.40048, -4.78189, 4.58388], [-2.20667, -4.25615, 5.08981], [-1.10644, -4.09950, 4.27252], [-1.19457, -4.46411, 2.93345], [-2.37603, -4.97348, 2.40909], [-3.47185, -5.13572, 3.23119], [0.17445, -4.22332, 1.87015], [1.39094, -4.49133, 2.59291], [-0.07602, -4.91109, 0.64309], [0.24480, -2.58822, 1.60419], [-0.84211, -1.78189, 1.52334], [-2.06576, -2.12983, 1.13170], [-2.95506, -1.14903, 1.07439], [-2.66596, 0.18052, 1.37364], [-1.39063, 0.45123, 1.80570], [-0.49106, -0.51985, 1.91896], [-4.34842, -4.91317, 6.39111], [-5.22792, -5.54193, 5.09391], [-2.14825, -3.97853, 6.13622], [-0.18182, -3.71137, 4.67948], [-2.41698, -5.23664, 1.36033], [-4.39828, -5.53113, 2.82997], [-3.95344, -1.44257, 0.76673], [-3.40616, 0.96001, 1.27642], [-1.07380, 1.44784, 2.08600], [2.70007, 5.36140, -1.04644], [1.41968, 4.53013, -0.97972], [1.67736, 3.05775, -0.65550], [2.25557, 2.24907, -1.81213], [1.27510, 2.02783, -2.87413], [0.26788, 1.11658, -2.79024], [0.07327, -0.11522, -1.46340], [-0.52190, 1.29700, -3.89140], [-1.79709, 0.64027, -4.12533], [-2.98773, 1.52375, -3.74906], [-2.89461, 2.10383, -2.33929], [-4.22424, 2.69200, -1.87288], [-0.03420, 2.35302, -4.65096], [-0.50085, 2.94187, -5.81541], [0.23269, 4.00252, -6.33000], [1.39764, 4.44531, -5.70210], [1.85754, 3.85668, -4.53201], [1.11141, 2.81374, -4.00809], [2.49123, 6.38506, -1.36067], [3.41649, 4.93760, -1.75511], [3.18789, 5.39776, -0.07005], [0.88067, 4.61434, -1.92784], [0.76344, 4.94791, -0.21277], [0.75023, 2.57012, -0.34626], [2.37316, 2.98276, 0.18615], [2.58966, 1.27647, -1.45626], [3.10703, 2.75683, -2.26559], [-1.78895, -0.26719, -3.52576], [-1.84769, 0.36381, -5.17957], [-3.88831, 0.90898, -3.83646], [-3.08112, 2.34222, -4.46929], [-2.12794, 2.88470, -2.31926], [-2.56992, 1.32183, -1.64803], [-4.58407, 3.46059, -2.56112], [-4.12412, 3.14893, -0.88666], [-4.99090, 1.91562, -1.81086], [-1.39718, 2.58507, -6.30586], [-0.10535, 4.49541, -7.23166], [1.95626, 5.26411, -6.13636], [2.76382, 4.20524, -4.05375]],
  "lowdin_charge": [0.090, 0.119, -0.500, 0.029, -0.124, 0.048, -0.007, 0.044, -0.099, 0.126, -0.476, 0.115, -0.014, 0.129, 0.115, 0.127, 0.101, -0.316, -0.017, -0.032, -0.304, -0.065, -0.028, 0.661, -0.276, -0.272, -0.022, -0.422, 0.185, -0.085, -0.046, -0.083, 0.125, 0.091, 0.090, 0.116, 0.100, 0.115, 0.111, 0.120, 0.104, 0.134, -0.108, -0.255, -0.187, -0.144, -0.012, -0.677, 0.780, -0.026, -0.156, -0.184, -0.269, -0.113, -0.148, -0.008, -0.088, -0.086, -0.008, -0.150, 0.071, 0.057, 0.074, 0.095, 0.104, 0.081, 0.120, 0.080, 0.118, 0.081, 0.125, 0.118, 0.106, 0.110, 0.066, 0.073, 0.065, 0.071, 0.110, 0.101, 0.102, 0.106]
}

- Which formula does entry 2 have?
  C32H33F7INO8S